[1]
The following is a quantum chemistry calculation of a molecular structure, C32H30Cl5F6IrN5O8Si, from the OMol25 dataset.

The value obtained for the HOMO-LUMO gap (spin up / spin down) is 0.295 / 0.241 Ha. The calculation puts the LUMO energy (spin up / spin down) at -0.457 / -1.946 eV. As for the net charge: 0. Its HOMO energy (spin up / spin down) is -8.4724 / -8.5114 eV. The strongest force on any atom is 0.6 eV/Å. As for the total energy: -5407.2866 a.u. The multiplicity is 2.

Geometry (Å):
1 Ir 0.00698 -0.55342 -0.20259
2 Cl -5.41594 -4.75127 1.41141
3 Cl -0.37321 -2.84261 0.81424
4 Cl -4.42110 0.58248 1.28247
5 Cl -2.34256 -5.28035 1.01052
6 Cl -6.44092 -1.80325 1.57717
7 Si 2.48925 1.37151 1.30709
8 F 1.61952 -0.65677 -4.88183
9 F 2.18430 1.11614 -3.78974
10 F 2.48279 -3.20282 -1.88206
11 F 2.74484 -2.81169 -3.98246
12 F 0.76644 -2.75328 -3.11095
13 F 0.28449 0.17719 -3.41635
14 O -3.32906 4.46556 -0.60372
15 O -1.31675 3.05380 -1.43208
16 O -1.98710 -4.95734 -2.73544
17 O -4.20903 4.66011 1.42809
18 O -1.68468 -0.27343 0.88500
19 O -0.18308 1.28017 -0.93126
20 O 1.76326 -0.63085 -1.29752
21 O -4.31147 -6.71606 -2.67338
22 N -1.45856 -1.05856 -1.67041
23 N -0.58258 2.06075 1.94037
24 N -3.97217 -4.61514 -3.73460
25 N -2.28126 3.26334 2.62828
26 N 1.35085 -0.08089 1.21430
27 C -2.71984 -2.70807 -2.85855
28 C 2.05507 -2.43085 -2.90040
29 C -1.67314 -2.32460 -2.03740
30 C 2.10466 -2.04761 4.25955
31 C -2.95612 -3.67848 1.11116
32 C -3.35928 4.22239 0.68657
33 C 2.23668 -0.93382 -2.54578
34 C -4.15580 -6.04745 -3.89358
35 C 2.37127 2.56440 -0.11103
36 C 4.17017 0.54938 1.21831
37 C -0.87780 2.30511 -0.55453
38 C 1.57107 -0.07151 -3.67027
39 C -2.85394 -4.18173 -3.10546
40 C 2.40174 -2.25448 1.50834
41 C -3.56302 -1.72555 -3.35425
42 C 1.79128 -1.12598 2.05562
43 C -3.88314 -1.05068 1.23914
44 C -1.24577 2.47618 2.99434
45 C -2.09092 -2.60286 0.99820
46 C 2.86978 -3.26055 2.33707
47 C -4.31290 -3.43775 1.29099
48 C -1.22256 2.59124 0.85528
49 C -3.33424 -0.41060 -2.99217
50 C -0.96290 2.12484 4.41162
51 C -2.28498 -0.11499 -2.14605
52 C 2.71709 -3.16740 3.71367
53 C 3.74317 -0.65248 -2.54408
54 C -2.28263 3.37020 1.26993
55 C 2.43874 2.32024 2.91724
56 C -4.76521 -2.11431 1.36198
57 C 1.65886 -1.02304 3.44050
58 C -2.50642 -1.27056 1.04031
59 H 2.53904 -2.30098 0.43807
60 H 1.17201 -0.15598 3.86344
61 H -1.66749 1.37078 4.76716
62 H 2.42217 1.70997 3.81960
63 H 3.35485 -4.12295 1.89824
64 H 1.61069 3.01981 2.94517
65 H -2.08534 0.90293 -1.85283
66 H 2.13041 2.07853 -1.05168
67 H 4.22263 -1.34029 -1.84915
68 H 3.36216 3.02098 -0.20232
69 H 1.97401 -1.96837 5.33097
70 H -2.97510 3.72015 3.20158
71 H -5.06443 -6.20694 -4.46871
72 H -1.03754 2.99586 5.06290
73 H -3.96065 0.39166 -3.35372
74 H 3.89932 0.36693 -2.20149
75 H -1.00855 -3.08405 -1.66365
76 H 4.18630 -0.77287 -3.53215
77 H -3.29865 -6.43195 -4.44877
78 H 1.65787 3.36950 0.06643
79 H 4.36768 -0.12006 2.05629
80 H -2.50835 4.05401 -1.00996
81 H 4.27209 -0.02121 0.29339
82 H 3.37240 2.89295 2.94043
83 H -4.38064 -1.96011 -4.02401
84 H 4.93575 1.33004 1.22077
85 H 3.07134 -3.96137 4.35734
86 H -4.76874 -4.00962 -3.82274
87 H -3.46059 -6.66371 -2.21786
88 H 0.03917 1.71697 4.48643



[2]
The following is a quantum chemistry calculation of a molecular structure, C32H30CuNO2P2S at a distorted geometry, from the OMol25 dataset.

The value obtained for the HOMO-LUMO gap (spin up / spin down) is 0.188 / 0.188 Ha. The calculation puts the LUMO energy (spin up / spin down) at -0.600 / -0.602 eV. As for the net charge: 0. Its HOMO energy (spin up / spin down) is -5.7233 / -5.7233 eV. The strongest force on any atom is 1.7 eV/Å. As for the total energy: -4163.9987 a.u.

Geometry (Å):
1 Cu -0.03040 0.22740 -0.47328
2 S -0.07203 2.00690 -2.72111
3 P -1.63639 2.14602 0.91397
4 P 1.54569 2.17835 0.80533
5 O -1.89487 0.89740 0.08093
6 O 1.83259 0.87626 0.06578
7 N -0.02952 -1.71055 -0.20151
8 C 2.62961 3.76251 -1.20110
9 C -2.52921 2.53961 3.58410
10 C 2.82754 6.15514 -1.06116
11 C 4.74511 2.03649 4.13263
12 C 5.06382 1.84140 2.79300
13 C 2.74871 2.17735 2.18123
14 C -2.51266 -2.03644 0.19874
15 C 2.45242 -2.02262 -0.59055
16 C -2.17856 6.12993 0.27772
17 C 3.04478 4.96858 -1.74702
18 C -2.07475 3.72842 0.18154
19 C -2.80073 2.06720 2.30332
20 C -2.80340 3.74070 -1.00237
21 C 2.00983 3.74331 0.04041
22 C 1.83175 4.93069 0.74943
23 C -1.77802 4.92453 0.83164
24 C -5.01431 1.44067 3.03112
25 C -1.11523 -2.53809 -0.00103
26 C -0.03236 2.10917 -1.19045
27 C -0.71734 -3.85074 -0.00545
28 C 4.07581 1.91266 1.82755
29 C -3.20892 4.94952 -1.54907
30 C -0.02474 2.22580 1.75355
31 C -4.05778 1.52328 2.03230
32 C 2.22752 6.13590 0.19268
33 C -2.88693 6.14241 -0.91697
34 C -4.72863 1.90120 4.31046
35 C -3.48864 2.45597 4.58476
36 C 3.43879 2.31441 4.49452
37 C 0.69022 -3.84928 -0.22971
38 C 1.06627 -2.53544 -0.34496
39 C 2.44562 2.38319 3.52287
40 H -3.77173 4.96031 -2.47311
41 H -1.94569 7.05916 0.78132
42 H -4.27579 1.14747 1.04032
43 H 1.34802 -4.70338 -0.30713
44 H -3.26252 2.81892 5.57899
45 H -2.85564 -1.41103 -0.62976
46 H -1.24948 4.92360 1.77821
47 H -3.18542 -2.89153 0.27876
48 H 3.52942 4.98180 -2.71449
49 H -3.19035 7.08465 -1.35457
50 H -3.04248 2.80446 -1.49224
51 H 0.02117 1.32782 2.37738
52 H 6.08382 1.62424 2.50398
53 H 2.83328 -1.43079 0.24465
54 H 1.43387 2.59775 3.84067
55 H -1.36443 -4.70669 0.12443
56 H 2.51044 -1.38627 -1.47962
57 H -2.61714 -1.43869 1.10897
58 H -1.56852 2.97692 3.82648
59 H 2.78379 2.83512 -1.73912
60 H 2.08497 7.05704 0.74229
61 H 3.12918 7.09641 -1.50211
62 H -0.02358 3.09955 2.40486
63 H 3.12218 -2.87048 -0.73991
64 H 1.40369 4.91677 1.74600
65 H 4.33095 1.74950 0.78713
66 H -5.47014 1.82054 5.09468
67 H 3.18371 2.46914 5.53489
68 H -5.98130 1.00651 2.81319
69 H 5.51488 1.96808 4.89041



[3]
The following is a quantum chemistry calculation of a molecular structure, C32H30IrN3O6PS, from the OMol25 dataset.

The value obtained for the HOMO-LUMO gap (spin up / spin down) is 0.217 / 0.175 Ha. The calculation puts the LUMO energy (spin up / spin down) at -6.925 / -9.046 eV. As for the net charge: +2. Its HOMO energy (spin up / spin down) is -12.8249 / -13.8168 eV. The strongest force on any atom is 0.5 eV/Å. As for the total energy: -2696.3570 a.u. The multiplicity is 6.

Geometry (Å):
1 Ir 0.54876 -0.25139 -0.08988
2 S -0.79826 2.66897 0.63270
3 P 0.05492 0.28802 -2.33013
4 O 2.02384 0.49123 5.20791
5 O 0.97926 -0.48226 2.58728
6 O 0.41608 1.74295 0.84650
7 O 2.94996 -0.01446 0.59679
8 O 4.97927 0.78698 4.84382
9 O 5.40096 1.06963 1.89501
10 N -1.65041 0.19493 -2.28747
11 N -1.70276 -0.33410 -0.02881
12 N 0.81771 -2.56603 0.14091
13 C 4.39331 0.68671 2.35498
14 C 3.11495 0.18407 1.79976
15 C 0.24721 -3.97093 -1.77343
16 C 0.48615 2.03520 -2.56306
17 C -2.38001 -0.63004 1.09732
18 C -0.65874 -4.77955 -2.44497
19 C -1.62177 2.79733 2.25620
20 C -0.11108 -3.41734 -0.55514
21 C 4.18930 0.66119 4.01179
22 C -0.02326 -2.38931 -5.37092
23 C 0.38397 -0.53203 -3.89700
24 C 2.16685 3.76086 -2.46473
25 C 1.50098 -0.64484 -6.02364
26 C -0.26089 -1.73873 -4.17304
27 C -1.10947 5.10978 1.59351
28 C 2.55218 0.35201 4.17225
29 C -1.91428 -5.02274 -1.90983
30 C 1.78085 2.44758 -2.24628
31 C -4.44913 -0.56945 -0.06018
32 C -3.76974 -0.25592 -1.21293
33 C -3.74396 -0.75741 1.13205
34 C 1.26100 4.67228 -2.99269
35 C 0.86212 -1.84533 -6.29386
36 C -0.03516 4.27208 -3.29072
37 C -0.12516 4.34407 0.72092
38 C 1.26122 0.01863 -4.82992
39 C -1.37897 4.20889 2.79886
40 C -1.35696 -3.67382 0.00359
41 C -2.37427 -0.14257 -1.16332
42 C -0.42320 2.95659 -3.07670
43 C -2.25855 -4.47192 -0.68132
44 C 2.09959 -0.03962 2.80955
45 H -1.43097 2.65093 -3.32739
46 H 1.23018 -3.78905 -2.19199
47 H 1.56580 5.69448 -3.17392
48 H 2.17968 -0.21604 -6.74787
49 H -2.03411 5.30630 1.04550
50 H -1.61340 -3.27462 0.97628
51 H -2.67685 2.58374 2.08813
52 H -4.29131 -0.09054 -2.14559
53 H 3.17759 4.07047 -2.23507
54 H 2.49400 1.74178 -1.83201
55 H -3.22403 -4.68479 -0.24242
56 H 1.77019 -2.76481 -0.15920
57 H -0.69398 6.07446 1.88048
58 H -4.24814 -0.99850 2.05591
59 H -1.19727 1.99973 2.86560
60 H 0.84965 4.23971 1.20113
61 H 1.75022 0.96411 -4.63443
62 H -2.61395 -5.65988 -2.43286
63 H -0.51455 4.20945 3.46366
64 H -0.95652 -2.15969 -3.46177
65 H 1.04403 -2.35350 -7.23104
66 H -2.16715 0.20846 -3.15655
67 H 0.00512 4.72323 -0.28959
68 H -0.53482 -3.31671 -5.59228
69 H -1.77174 -0.76188 1.98466
70 H -0.37402 -5.22896 -3.38738
71 H -2.23648 4.54930 3.37623
72 H 0.79739 -2.76205 1.14049
73 H -5.52697 -0.65857 -0.07707
74 H -0.73991 4.97995 -3.70637